Entry from the Open Molecules 2025 dataset: a structure of composition C41H62ClNO8P2SbTi (ωB97M-V/def2-TZVPD).

```
! wB97M-V def2-TZVPD RIJCOSX def2/J DEFGRID3
* xyz 0 2
Ti 0.59 0.34 0.39
C -1.20 3.88 3.71
C -1.31 2.99 2.48
C -2.02 1.69 2.83
P 0.31 2.65 1.63
C 0.63 4.17 0.60
C 0.02 5.48 1.10
C 2.12 4.37 0.32
C 1.61 2.46 2.85
C 2.02 3.50 3.68
C 3.00 3.33 4.64
C 3.56 2.07 4.77
C 3.19 1.02 3.95
C 2.22 1.18 2.93
N 1.81 0.16 2.11
C 2.38 -1.12 2.20
C 3.75 -1.37 2.15
C 4.24 -2.66 2.26
C 3.37 -3.73 2.44
C 2.00 -3.50 2.46
C 1.50 -2.21 2.30
P -0.26 -1.72 2.24
C -0.62 -1.73 4.07
C -2.10 -1.59 4.42
C 0.26 -0.77 4.86
C -1.30 -3.16 1.69
C -0.69 -4.01 0.58
C -2.63 -2.57 1.20
H -2.20 4.05 4.12
H -0.61 3.39 4.49
H -0.76 4.85 3.51
H -1.89 3.51 1.70
H -1.41 1.11 3.52
H -2.96 1.92 3.35
H -2.23 1.08 1.96
H 0.13 3.93 -0.34
H 0.52 5.83 2.01
H 0.17 6.25 0.34
H -1.05 5.42 1.29
H 2.64 4.68 1.23
H 2.60 3.47 -0.06
H 2.24 5.16 -0.42
H 1.54 4.47 3.58
H 3.30 4.15 5.28
H 4.32 1.89 5.53
H 3.66 0.06 4.10
H 4.43 -0.54 1.99
H 5.30 -2.83 2.20
H 3.75 -4.73 2.55
H 1.33 -4.33 2.61
H -0.31 -2.75 4.34
H -2.50 -0.63 4.09
H -2.70 -2.38 3.99
H -2.22 -1.63 5.51
H 0.10 0.27 4.60
H 0.04 -0.88 5.93
H 1.32 -0.98 4.72
H -1.49 -3.78 2.57
H -0.34 -3.38 -0.23
H 0.13 -4.63 0.91
H -1.47 -4.67 0.17
H -2.46 -2.00 0.28
H -3.34 -3.37 0.97
H -3.09 -1.90 1.92
O 2.46 1.33 -0.38
Cl 3.00 0.18 -1.12
O 4.34 -0.08 -0.73
O 2.87 0.37 -2.51
O 2.12 -0.92 -0.67
O -1.46 0.60 -0.11
C -1.05 1.16 -1.17
O 0.07 0.80 -1.64
C -1.77 2.31 -1.75
C -2.99 2.70 -1.21
C -3.67 3.82 -1.70
C -3.07 4.50 -2.74
O -3.52 5.61 -3.37
C -2.57 5.89 -4.41
O -1.50 4.96 -4.28
C -1.86 4.10 -3.28
C -1.18 3.01 -2.82
H -3.40 2.12 -0.40
H -4.62 4.14 -1.30
H -2.19 6.91 -4.27
H -3.05 5.77 -5.38
H -0.23 2.69 -3.22
C -3.11 -3.83 -3.68
C -1.63 -4.19 -3.74
C -1.39 -5.53 -3.05
Sb -0.40 -2.55 -2.97
C -0.72 -1.32 -4.75
C 0.48 -0.48 -5.18
C -1.91 -0.41 -4.47
C 1.48 -3.62 -3.31
C 2.68 -2.80 -3.77
C 1.84 -4.34 -2.01
H -3.73 -4.65 -4.06
H -3.35 -2.95 -4.26
H -3.43 -3.64 -2.65
H -1.34 -4.28 -4.79
H -1.69 -5.50 -2.00
H -0.34 -5.83 -3.08
H -1.97 -6.32 -3.53
H -0.98 -2.02 -5.55
H 0.98 -0.01 -4.33
H 0.14 0.33 -5.84
H 1.22 -1.06 -5.74
H -1.61 0.40 -3.80
H -2.75 -0.92 -3.99
H -2.27 0.05 -5.39
H 1.24 -4.37 -4.08
H 3.05 -2.18 -2.96
H 2.47 -2.15 -4.62
H 3.49 -3.47 -4.07
H 2.02 -3.62 -1.21
H 2.77 -4.91 -2.14
H 1.07 -5.03 -1.67
*
```

Results
HOMO energy (alpha / beta) in eV: -7.1 / -7.2
Relative energy (zero: lowest compared OMol25 entry of this formula, charge and spin) in kcal per mole: 1.3
HOMO-LUMO gap (alpha / beta) in eV: 7.129 / 7.243
<S²>: 0.75
E_tot in a.u.: -4488.635565
Molar mass in g mol⁻¹: 963.97
E_LUMO (alpha / beta) in eV: -0.01 / 0.07

These are the Mulliken partial charges, in e, on atoms 1 to 5: atom 1 (Ti): -0.5127, atom 2 (C): -1.8106, atom 3 (C): 0.9994, atom 4 (C): -1.4800, atom 5 (P): 1.6142

Entry from the Open Molecules 2025 dataset: a structure of composition C18H22IrN3O (ωB97M-V/def2-TZVPD).

```
! wB97M-V def2-TZVPD RIJCOSX def2/J DEFGRID3
* xyz 2 7
C 2.94 -0.16 0.28
C 2.72 -0.15 -1.38
H 3.24 0.85 0.55
H 3.74 -0.89 0.42
H 2.16 -0.50 1.04
H 1.80 -0.53 -1.94
H 2.92 0.86 -1.73
H 3.49 -0.85 -1.72
C 0.69 2.13 1.04
C 0.04 3.30 1.41
C -1.14 3.67 0.76
C -1.63 2.84 -0.25
H 1.62 1.80 1.52
H 0.47 3.90 2.20
H -1.67 4.58 1.03
H -2.55 3.06 -0.79
N 0.22 1.33 0.07
C -0.94 1.67 -0.58
C -1.39 0.68 -1.54
N -0.60 -0.43 -1.63
C -0.93 -1.41 -2.49
C -2.94 -0.25 -3.15
C -2.10 -1.36 -3.25
H -0.24 -2.25 -2.52
H -2.31 -2.19 -3.91
C -2.58 0.78 -2.29
H -3.18 1.68 -2.17
H -3.86 -0.19 -3.73
Ir 1.08 -0.57 -0.35
C 1.21 -2.55 -0.57
H 1.73 -2.80 -1.50
H 0.23 -3.05 -0.56
H 1.80 -2.95 0.27
O -0.57 -0.96 0.91
N -0.51 -1.68 2.04
C 0.56 -1.60 2.87
C 0.73 -2.57 3.86
C -0.28 -3.50 4.10
C -1.44 -3.45 3.33
C -1.54 -2.52 2.31
H 1.29 -0.82 2.69
H 1.67 -2.56 4.42
H -0.15 -4.24 4.89
H -2.27 -4.13 3.50
H -2.41 -2.46 1.65
*
```

Results
HOMO energy (alpha / beta) in eV: -11.4 / -15.5
Relative energy (zero: lowest compared OMol25 entry of this formula, charge and spin) in kcal per mole: 95.5
HOMO-LUMO gap (alpha / beta) in eV: 5.542 / 5.427
<S²>: 12.04
E_tot in a.u.: -1041.882217
Molar mass in g mol⁻¹: 488.61
E_LUMO (alpha / beta) in eV: -5.85 / -10.12

These are the Mulliken partial charges, in e, on atoms 1 to 5: atom 1 (C): -0.7946, atom 2 (C): -0.9816, atom 3 (H): 0.3916, atom 4 (H): 0.5091, atom 5 (H): 0.0090

Entry from the Open Molecules 2025 dataset: an isolated molecule of C3H10N2S (ωB97M-V/def2-TZVPD).

```
! wB97M-V def2-TZVPD RIJCOSX def2/J DEFGRID3
* xyz 0 1
C -1.06 0.04 -0.08
C -0.69 0.31 -1.55
S -2.20 0.72 -2.46
N -0.11 -0.62 0.78
C 1.08 0.21 1.10
N 2.07 -0.59 1.82
H -1.30 1.04 0.34
H -2.02 -0.48 0.03
H -0.31 -0.64 -1.96
H 0.00 1.18 -1.61
H -1.94 0.33 -3.73
H -0.02 -1.61 0.65
H 1.55 0.55 0.18
H 0.73 1.05 1.73
H 2.40 0.00 2.58
H 1.80 -1.49 2.18
*
```

Results
HOMO energy in eV: -8.6
Relative energy (zero: lowest compared OMol25 entry of this formula, charge and spin) in kcal per mole: 20.9
HOMO-LUMO gap in eV: 9.625
E_tot in a.u.: -627.961314
Molar mass in g mol⁻¹: 106.19
E_LUMO in eV: 0.99

These are the Mulliken partial charges, in e, on atoms 1 to 5: atom 1 (C): -0.9529, atom 2 (C): -0.3826, atom 3 (S): -0.2608, atom 4 (N): -0.3052, atom 5 (C): -0.1022

Entry from the Open Molecules 2025 dataset: a cluster of 3 separate species, CH8NOSi in total (ωB97M-V/def2-TZVPD).

```
! wB97M-V def2-TZVPD RIJCOSX def2/J DEFGRID3
* xyz 1 1
C 1.12 0.42 0.40
N -0.52 1.43 1.31
O 0.70 0.26 -0.78
Si -0.48 -1.84 -1.65
H 1.29 -0.46 1.01
H 1.77 1.23 0.73
H -0.66 1.29 2.32
H -1.49 1.20 0.91
H -0.37 2.39 1.10
H 0.37 -2.72 -0.64
H -1.85 -1.52 -1.56
H 0.11 -1.69 -3.16
*
```

Results
HOMO energy in eV: -14.7
Relative energy (zero: lowest compared OMol25 entry of this formula, charge and spin) in kcal per mole: 54.4
HOMO-LUMO gap in eV: 9.258
E_tot in a.u.: -462.014924
Molar mass in g mol⁻¹: 78.17
E_LUMO in eV: -5.44

These are the Mulliken partial charges, in e, on atoms 1 to 5: atom 1 (C): 0.0292, atom 2 (N): -0.7244, atom 3 (O): -0.5339, atom 4 (Si): 0.5956, atom 5 (H): 0.2360

Entry from the Open Molecules 2025 dataset: a structure of composition CH5BrP2 (ωB97M-V/def2-TZVPD).

```
! wB97M-V def2-TZVPD RIJCOSX def2/J DEFGRID3
* xyz 0 1
C -2.53 0.68 -0.58
P 2.03 -0.88 -0.47
P 1.49 1.09 0.17
Br -0.86 -0.13 -0.12
H -3.39 0.30 0.04
H -2.51 0.87 -1.65
H 3.13 -1.03 0.47
H 1.15 -1.58 0.63
H 1.51 0.67 1.53
*
```

Results
HOMO energy (alpha / beta) in eV: -9.1 / -7.4
Relative energy (zero: lowest compared OMol25 entry of this formula, charge and spin) in kcal per mole: 106.0
HOMO-LUMO gap (alpha / beta) in eV: 8.400 / 6.604
E_tot in a.u.: -3297.634904
Molar mass in g mol⁻¹: 158.90
E_LUMO (alpha / beta) in eV: -0.65 / -0.77

These are the Mulliken partial charges, in e, on atoms 1 to 5: atom 1 (C): -0.6487, atom 2 (P): -0.1418, atom 3 (P): -0.1110, atom 4 (Br): 0.1408, atom 5 (H): 0.2770

Entry from the Open Molecules 2025 dataset: a cluster of 2 separate species, C3H11NO2S2 in total (ωB97M-V/def2-TZVPD).

```
! wB97M-V def2-TZVPD RIJCOSX def2/J DEFGRID3
* xyz 0 1
N -1.08 0.22 1.48
C -0.21 1.11 0.78
C -1.01 2.36 0.29
O -1.47 2.13 -1.03
C 0.99 1.57 1.64
S 2.27 0.36 2.07
S 1.93 -1.21 0.77
H -1.66 0.63 2.19
H -0.65 -0.64 1.79
H 0.14 0.74 -0.16
H -1.83 2.64 0.95
H -0.25 3.14 0.20
H -2.20 1.51 -1.05
H 0.54 2.01 2.52
H 1.43 2.44 1.19
H 2.87 -1.02 -0.17
H 0.40 -5.30 -4.57
H -0.56 -6.44 -4.56
O 0.36 -6.23 -4.32
*
```

Results
HOMO energy in eV: -9.1
Relative energy (zero: lowest compared OMol25 entry of this formula, charge and spin) in kcal per mole: 14.3
HOMO-LUMO gap in eV: 9.545
E_tot in a.u.: -1122.484976
Molar mass in g mol⁻¹: 157.26
E_LUMO in eV: 0.40

These are the Mulliken partial charges, in e, on atoms 1 to 5: atom 1 (N): -0.5179, atom 2 (C): 0.0743, atom 3 (C): -0.7193, atom 4 (O): -0.5441, atom 5 (C): -0.6291

Entry from the Open Molecules 2025 dataset: the ion C7H16N3O with charge +1 (ωB97M-V/def2-TZVPD).

```
! wB97M-V def2-TZVPD RIJCOSX def2/J DEFGRID3
* xyz 1 1
C 0.43 1.87 2.69
C 0.68 -2.14 -0.87
C 1.23 -1.83 0.54
C -0.66 -1.36 -0.91
C 0.27 0.40 0.66
C -1.40 0.98 -1.18
C 0.60 1.83 1.14
N 1.55 -0.34 0.62
N -0.09 2.93 0.37
N -0.29 0.16 -0.71
O 0.33 0.92 3.42
H 0.61 2.86 3.13
H 1.40 -1.70 -1.60
H 0.53 -3.15 -1.07
H 0.45 -2.13 1.38
H 2.21 -2.25 0.91
H -1.30 -1.37 -1.81
H -1.28 -1.59 -0.07
H -0.56 -0.17 1.32
H -2.25 0.38 -1.00
H -1.42 1.94 -0.68
H -1.45 1.15 -2.30
H 1.65 1.96 1.06
H 2.19 -0.16 1.38
H -0.75 3.60 0.70
H 0.47 3.29 -0.47
H 0.54 0.39 -1.26
*
```

Results
HOMO energy in eV: -13.3
Relative energy (zero: lowest compared OMol25 entry of this formula, charge and spin) in kcal per mole: 35.9
HOMO-LUMO gap in eV: 10.444
E_tot in a.u.: -515.514224
Molar mass in g mol⁻¹: 158.23
E_LUMO in eV: -2.86

These are the Mulliken partial charges, in e, on atoms 1 to 5: atom 1 (C): -0.1384, atom 2 (C): -0.6706, atom 3 (C): -0.4769, atom 4 (C): -0.7334, atom 5 (C): -0.1268

Entry from the Open Molecules 2025 dataset: an isolated molecule of C5H4 (ωB97M-V/def2-TZVPD).

```
! wB97M-V def2-TZVPD RIJCOSX def2/J DEFGRID3
* xyz 0 1
C 1.30 -0.82 -0.36
C 2.44 -1.45 -0.58
C 1.20 0.54 0.13
C -0.14 0.59 0.23
C -0.33 -0.77 -0.28
H 1.89 1.27 0.41
H -0.81 1.36 0.17
H -0.94 -0.76 -1.19
H -0.41 -1.68 0.45
*
```

Results
HOMO energy in eV: -9.2
Relative energy (zero: lowest compared OMol25 entry of this formula, charge and spin) in kcal per mole: 68.3
HOMO-LUMO gap in eV: 8.565
E_tot in a.u.: -192.685314
Molar mass in g mol⁻¹: 64.09
E_LUMO in eV: -0.59

These are the Mulliken partial charges, in e, on atoms 1 to 5: atom 1 (C): 0.0566, atom 2 (C): -0.3522, atom 3 (C): -0.3294, atom 4 (C): -0.4628, atom 5 (C): -0.2119

Entry from the Open Molecules 2025 dataset: a structure of composition C6H10O (ωB97M-V/def2-TZVPD).

```
! wB97M-V def2-TZVPD RIJCOSX def2/J DEFGRID3
* xyz 0 1
C 2.12 0.53 -0.40
C 1.43 -0.67 0.18
C 0.75 0.14 -0.88
C -0.43 1.00 -0.54
C -1.74 0.35 -0.17
C -1.56 0.86 1.05
O -0.36 1.51 0.84
H 2.18 1.42 0.22
H 2.96 0.38 -1.07
H 1.80 -1.66 -0.08
H 1.04 -0.58 1.19
H 0.68 -0.31 -1.88
H -0.51 1.86 -1.22
H -2.48 -0.25 -0.68
H -1.81 -2.39 0.73
H -2.03 -3.10 0.70
H -2.05 0.91 2.01
*
```

Results
HOMO energy in eV: -9.0
Relative energy (zero: lowest compared OMol25 entry of this formula, charge and spin) in kcal per mole: 74.5
HOMO-LUMO gap in eV: 10.194
E_tot in a.u.: -309.723613
Molar mass in g mol⁻¹: 98.14
E_LUMO in eV: 1.24

These are the Mulliken partial charges, in e, on atoms 1 to 5: atom 1 (C): -0.6042, atom 2 (C): -0.6156, atom 3 (C): -0.1801, atom 4 (C): 0.0160, atom 5 (C): -0.4398

Entry from the Open Molecules 2025 dataset: a structure of composition C42H44ClN3P3Pr (ωB97M-V/def2-TZVPD).

```
! wB97M-V def2-TZVPD RIJCOSX def2/J DEFGRID3
* xyz 2 3
Pr 0.90 -0.16 -1.17
Cl 0.19 -0.25 -3.66
P -0.20 2.55 -1.00
P -0.19 -2.84 -0.96
C -0.08 3.64 0.46
C -1.68 3.21 -1.84
C 1.23 3.07 -2.04
C 1.37 -3.68 -1.48
C -0.70 -3.75 0.52
C -1.38 -3.32 -2.25
C 1.06 4.39 0.78
C 1.11 5.12 1.97
C 0.01 5.13 2.84
C -1.15 4.41 2.51
C -1.20 3.68 1.32
H 1.91 4.40 0.10
H 2.00 5.69 2.22
H 0.05 5.71 3.77
H -2.02 4.44 3.17
H -2.12 3.15 1.06
C 2.51 2.56 -1.71
C 3.61 2.86 -2.52
C 3.45 3.69 -3.64
C 2.20 4.23 -3.93
C 1.08 3.91 -3.15
H 2.65 1.90 -0.84
H 4.58 2.42 -2.28
H 4.32 3.93 -4.27
H 2.09 4.91 -4.78
H 0.10 4.30 -3.41
C -2.13 4.53 -1.63
C -3.28 4.99 -2.27
C -4.00 4.14 -3.13
C -3.55 2.83 -3.35
C -2.40 2.36 -2.71
H -1.58 5.20 -0.96
H -3.62 6.01 -2.09
H -4.89 4.51 -3.64
H -4.11 2.17 -4.02
H -2.04 1.35 -2.89
C -2.03 -4.17 0.67
C -2.40 -4.85 1.83
C -1.48 -5.09 2.85
C -0.16 -4.63 2.72
C 0.24 -3.96 1.56
H -2.74 -3.98 -0.13
H -3.43 -5.20 1.93
H -1.77 -5.62 3.76
H 0.57 -4.80 3.51
H 1.27 -3.62 1.44
C 2.26 -2.97 -2.32
C 3.57 -3.44 -2.45
C 3.94 -4.67 -1.90
C 3.00 -5.45 -1.22
C 1.71 -4.95 -0.99
H 1.92 -2.08 -2.87
H 4.28 -2.83 -3.01
H 4.96 -5.04 -2.02
H 3.25 -6.44 -0.85
H 0.99 -5.54 -0.41
C -1.15 -4.43 -3.07
C -2.06 -4.75 -4.08
C -3.21 -3.97 -4.26
C -3.45 -2.87 -3.42
C -2.54 -2.55 -2.41
H -0.25 -5.03 -2.93
H -1.87 -5.61 -4.72
H -3.92 -4.22 -5.05
H -4.36 -2.27 -3.54
H -2.73 -1.69 -1.76
H 2.88 0.03 -2.02
H 2.41 0.19 -2.69
C 1.77 0.18 4.95
N 1.42 1.46 4.28
C 0.10 1.90 4.77
N -0.96 0.90 4.53
C -0.58 -0.36 5.21
N 0.73 -0.86 4.74
C 0.68 -1.26 3.34
P 0.30 0.12 2.12
C 1.50 1.38 2.83
C -1.22 0.70 3.11
H 1.86 0.36 6.03
H 2.72 -0.19 4.55
H -0.17 2.84 4.28
H 0.19 2.04 5.86
H -1.34 -1.12 5.01
H -0.50 -0.18 6.30
H 1.66 -1.68 3.07
H -0.09 -2.03 3.23
H 1.23 2.34 2.36
H 2.50 1.06 2.51
H -2.01 -0.06 2.98
H -1.56 1.63 2.66
*
```

Results
HOMO energy (alpha / beta) in eV: -12.8 / -12.8
HOMO-LUMO gap (alpha / beta) in eV: 6.236 / 6.442
<S²>: 2.00
E_tot in a.u.: -3791.887273
Molar mass in g mol⁻¹: 860.12
E_LUMO (alpha / beta) in eV: -6.60 / -6.40

These are the Mulliken partial charges, in e, on atoms 1 to 5: atom 1 (Pr): -0.0526, atom 2 (Cl): -0.2340, atom 3 (P): 1.7493, atom 4 (P): 1.6521, atom 5 (C): 0.5452

Entry from the Open Molecules 2025 dataset: the ion C2H11OP4 with charge +1 (ωB97M-V/def2-TZVPD).

```
! wB97M-V def2-TZVPD RIJCOSX def2/J DEFGRID3
* xyz 1 1
C -0.51 2.15 -1.81
C 0.37 -0.02 -2.26
O 0.55 1.25 -2.16
P 1.27 -0.05 2.58
P -1.96 -0.63 1.84
P 0.68 -1.16 -0.44
P 0.01 -1.70 1.86
H -1.37 1.41 -1.45
H -0.92 2.77 -2.57
H -0.02 2.83 -1.07
H 1.22 -0.44 -2.83
H -0.59 -0.40 -2.56
H 0.54 0.45 3.68
H 2.14 -0.88 3.39
H -2.43 -1.98 2.11
H -1.93 -0.41 3.28
H 0.92 -2.31 -1.39
H 2.03 -0.86 -0.20
*
```

Results
HOMO energy in eV: -12.7
Relative energy (zero: lowest compared OMol25 entry of this formula, charge and spin) in kcal per mole: 29.2
HOMO-LUMO gap in eV: 7.659
E_tot in a.u.: -1523.064962
Molar mass in g mol⁻¹: 175.00
E_LUMO in eV: -5.03

These are the Mulliken partial charges, in e, on atoms 1 to 5: atom 1 (C): -0.4780, atom 2 (C): -0.5704, atom 3 (O): -0.2860, atom 4 (P): -0.1872, atom 5 (P): -0.1629

Entry from the Open Molecules 2025 dataset: a cluster of 2 separate species, C3H2FO2 in total (ωB97M-V/def2-TZVPD).

```
! wB97M-V def2-TZVPD RIJCOSX def2/J DEFGRID3
* xyz -1 1
C -1.70 1.85 -0.12
C 0.50 -0.33 0.42
C 0.92 -1.27 -0.54
O 0.65 -1.80 -1.59
O 1.92 -1.14 0.36
F -0.12 -0.94 1.51
H -0.83 2.26 -0.78
H -1.33 1.36 0.73
*
```

Results
HOMO energy (alpha / beta) in eV: -3.4 / -3.4
Relative energy (zero: lowest compared OMol25 entry of this formula, charge and spin) in kcal per mole: 165.4
HOMO-LUMO gap (alpha / beta) in eV: 6.543 / 6.300
E_tot in a.u.: -365.646590
Molar mass in g mol⁻¹: 89.04
E_LUMO (alpha / beta) in eV: 3.12 / 2.94

These are the Mulliken partial charges, in e, on atoms 1 to 5: atom 1 (C): -0.4555, atom 2 (C): -0.5131, atom 3 (C): 0.7786, atom 4 (O): -0.6357, atom 5 (O): -0.4116